No. 1
26
Properties=species:S:1:pos:R:3 method="wB97M-V/def2-TZVPD" homo_energy_ev=-9.059 de_lowest_kcal_mol=22.7 multiplicity=1 homo_lumo_gap_ev=10.059 total_energy_ha=-390.59968
C 1.11844 -3.14119 0.51820
C -0.04434 -2.10490 0.56243
C 0.49807 -0.70568 0.34751
C 0.58957 0.19819 1.40434
C 1.34779 1.36001 1.20592
C 1.93908 1.72793 0.01274
C 1.67392 0.83282 -1.04277
C 1.14093 -0.42844 -0.86480
H 0.87493 -3.90271 1.26143
H 2.01679 -2.61581 0.78261
H 1.17423 -3.61731 -0.45775
H -0.88728 -2.31002 -0.11030
H -0.53595 -2.11880 1.53355
H 0.13954 0.01200 2.36851
H 1.47182 2.02171 2.05783
H 2.43938 2.65824 -0.19641
H 2.06028 1.15084 -2.00927
H 0.84134 -0.96481 -1.75938
C -2.65549 0.90273 -0.54027
C -1.74707 2.07500 -0.83857
H -3.29675 1.13484 0.32788
H -3.25386 0.66620 -1.42080
H -2.28185 -0.05459 -0.17454
H -1.63772 2.24032 -1.92536
H -2.21534 3.04060 -0.65660
H -0.77046 1.94284 -0.38614


No. 2
26
Properties=species:S:1:pos:R:3 method="wB97M-V/def2-TZVPD" homo_energy_ev=-9.040 de_lowest_kcal_mol=13.4 multiplicity=1 homo_lumo_gap_ev=10.018 total_energy_ha=-390.61451
C 1.75237 -0.09734 -2.09188
C 1.36321 -0.81316 -0.83661
C 0.24940 -1.63889 -0.78937
C -0.19669 -2.23612 0.38273
C 0.59715 -2.11573 1.54330
C 1.77950 -1.37743 1.48430
C 2.23474 -0.82492 0.27085
H 2.57425 0.58567 -1.96437
H 0.96330 0.43914 -2.61205
H 2.14278 -0.85014 -2.79077
H -0.25646 -1.73861 -1.74060
H -1.14264 -2.74060 0.41484
H 0.21259 -2.58092 2.43815
H 2.37234 -1.14431 2.36679
H 3.11520 -0.22066 0.18083
C -2.61260 1.10001 -0.32493
C -1.49953 1.10276 0.71401
C -0.77389 2.46621 0.77366
H -2.09168 1.08631 -1.33311
H -3.25218 1.96643 -0.38681
H -3.23269 0.20341 -0.29616
H -1.87702 0.87043 1.69732
H -0.81529 0.28458 0.49815
H -1.36005 3.36534 0.90131
H -0.07766 2.35065 1.62690
H -0.16843 2.55787 -0.12644


No. 3
26
Properties=species:S:1:pos:R:3 method="wB97M-V/def2-TZVPD" homo_energy_ev=-9.014 de_lowest_kcal_mol=11.6 multiplicity=1 homo_lumo_gap_ev=10.042 total_energy_ha=-390.61736
C -2.26196 1.66952 1.52247
C -0.98496 1.52805 0.73836
C -0.92556 1.41423 -0.64952
C 0.29581 1.20133 -1.28216
C 1.42873 0.95334 -0.53001
C 1.41205 1.11664 0.85614
C 0.22189 1.45516 1.46182
H -3.08433 1.18700 0.98299
H -2.53068 2.71456 1.69727
H -2.20407 1.07844 2.42645
H -1.92559 1.49893 -1.06558
H 0.32765 1.06608 -2.36293
H 2.32569 0.57152 -1.01034
H 2.29074 0.89338 1.44661
H 0.19416 1.60522 2.53134
C 1.57112 -2.64558 -1.09749
C 0.25440 -3.09318 -0.45933
C -0.72318 -1.93321 -0.27920
H 2.11918 -1.93632 -0.46858
H 1.38587 -2.11961 -2.03330
H 2.16047 -3.53594 -1.29716
H -0.15427 -3.84205 -1.14094
H 0.51118 -3.50834 0.50622
H -0.45929 -1.48250 0.68425
H -0.73862 -1.23346 -1.10090
H -1.76165 -2.23709 -0.12482


No. 4
26
Properties=species:S:1:pos:R:3 method="wB97M-V/def2-TZVPD" homo_energy_ev=-8.930 de_lowest_kcal_mol=31.0 multiplicity=1 homo_lumo_gap_ev=9.900 total_energy_ha=-390.58654
C -0.95828 -1.69573 -0.99552
C -1.49620 -0.39494 -0.51848
C -1.91236 -0.24317 0.80220
C -2.29303 1.03515 1.26381
C -2.06335 2.12278 0.43280
C -1.44918 1.99421 -0.80275
C -1.27590 0.72859 -1.33263
H -1.53933 -2.60126 -0.74095
H -0.01257 -1.87399 -0.47774
H -0.76213 -1.84726 -2.05314
H -2.15653 -1.12849 1.37733
H -2.81313 1.09003 2.20671
H -2.49405 3.04933 0.80686
H -1.17017 2.91968 -1.29524
H -1.09832 0.66189 -2.39590
C 2.81441 -1.48488 1.39009
C 2.83899 -1.23554 -0.11144
C 3.56887 0.17076 -0.25558
H 2.26390 -0.68001 1.85944
H 2.43496 -2.45649 1.72219
H 3.87023 -1.41975 1.66895
H 1.91752 -0.96980 -0.62896
H 3.43467 -1.99511 -0.62070
H 4.61017 0.14344 0.01137
H 2.97681 0.84278 0.38269
H 3.15901 0.69667 -1.13111


No. 5
26
Properties=species:S:1:pos:R:3 method="wB97M-V/def2-TZVPD" homo_energy_ev=-9.112 de_lowest_kcal_mol=48.2 multiplicity=1 homo_lumo_gap_ev=10.115 total_energy_ha=-390.55904
C -0.51515 1.01885 -2.67468
C -0.75540 0.08341 -1.52957
C -1.61213 0.46117 -0.48876
C -2.07263 -0.56983 0.33587
C -1.64920 -1.86293 0.15904
C -0.67630 -2.23814 -0.68019
C -0.13795 -1.17345 -1.54294
H -0.07976 2.04195 -2.40872
H -1.45831 1.24263 -3.18486
H 0.24221 0.62776 -3.38039
H -2.09045 1.44933 -0.42419
H -3.01665 -0.44377 0.86657
H -2.24488 -2.67021 0.72541
H -0.43878 -3.31177 -0.88966
H 0.47133 -1.26846 -2.35456
C 0.78479 1.70725 1.42927
C 1.48825 0.65809 2.19410
C 2.05073 -0.45426 1.23613
H 0.17673 2.27169 2.16663
H 1.66369 2.29733 1.07487
H 0.02933 1.30096 0.64023
H 2.18889 0.84746 2.99544
H 0.69076 0.14985 2.82375
H 1.63363 -0.76154 0.33085
H 3.03509 -0.07567 0.83630
H 2.29220 -1.32770 1.74408


No. 6
26
Properties=species:S:1:pos:R:3 method="wB97M-V/def2-TZVPD" homo_energy_ev=-8.759 de_lowest_kcal_mol=35.1 multiplicity=1 homo_lumo_gap_ev=9.676 total_energy_ha=-390.57994
C 1.78696 -2.08435 -1.90617
C 1.58229 -1.36534 -0.60766
C 0.64923 -0.17414 -0.77281
C -0.69380 -0.57654 -0.92234
C -1.73890 0.39144 -0.86201
C -1.30339 1.68785 -0.80690
C 0.02209 2.03624 -0.46825
C 1.02646 1.11132 -0.44834
H 0.80397 -2.48661 -2.24159
H 2.41298 -2.97940 -1.73730
H 2.22099 -1.41056 -2.56604
H 0.94330 -2.10784 0.18499
H 2.54098 -1.05726 -0.11259
H -0.95063 -1.64513 -1.10596
H -2.79128 0.08541 -1.02943
H -1.99674 2.48251 -1.13027
H 0.14991 3.05202 -0.30147
H 2.03577 1.44267 -0.18082
C -0.00368 -0.17074 2.74492
C -1.47919 -0.00052 2.91118
H 0.24048 -1.20076 2.39889
H 0.32434 0.45911 1.92418
H 0.58730 -0.11433 3.64043
H -1.62245 0.70097 3.76288
H -2.02255 -0.89131 3.21385
H -1.96482 0.53916 2.11050


No. 7
26
Properties=species:S:1:pos:R:3 method="wB97M-V/def2-TZVPD" homo_energy_ev=-8.875 de_lowest_kcal_mol=62.6 multiplicity=1 homo_lumo_gap_ev=9.840 total_energy_ha=-390.53618
C -1.17884 -0.28774 2.21947
C -0.63748 -1.29447 1.21496
C -1.20630 -1.43015 -0.04243
C -0.63645 -2.34571 -1.00836
C 0.62387 -2.94577 -0.66478
C 1.05126 -2.84235 0.63554
C 0.54077 -2.02335 1.59215
H -1.12736 0.73730 1.73097
H -0.92264 -0.10408 3.22102
H -2.34809 -0.47856 2.15003
H -2.15009 -0.77205 -0.16640
H -0.95068 -2.31765 -1.89883
H 1.23911 -3.54110 -1.38896
H 1.97273 -3.29500 1.01528
H 0.96455 -1.97523 2.54494
C 0.10679 2.21142 -2.20919
C 0.13447 1.84244 -0.83847
C 1.03357 2.62427 0.08469
H 0.93105 1.97091 -2.75744
H -0.13023 3.34546 -2.28468
H -0.68017 1.60304 -2.64029
H -1.03964 2.01807 -0.48657
H 0.44886 0.83962 -0.79708
H 1.23344 2.23529 1.07156
H 1.93953 2.60749 -0.50308
H 0.78796 3.61786 0.20595


No. 8
26
Properties=species:S:1:pos:R:3 method="wB97M-V/def2-TZVPD" homo_energy_ev=-9.019 de_lowest_kcal_mol=11.1 multiplicity=1 homo_lumo_gap_ev=10.050 total_energy_ha=-390.61817
C 4.05614 1.02144 1.64472
C 2.89511 0.73014 0.73909
C 1.82185 -0.03335 1.22021
C 0.75554 -0.33646 0.40161
C 0.70567 0.13161 -0.90998
C 1.80486 0.79088 -1.42009
C 2.86296 1.14729 -0.57917
H 4.87782 0.32881 1.42115
H 3.76617 0.90373 2.68615
H 4.54321 1.99024 1.51322
H 1.95606 -0.51459 2.17968
H -0.03555 -0.98409 0.74142
H -0.11890 -0.12871 -1.55337
H 1.83087 1.20098 -2.41841
H 3.68795 1.70276 -1.00202
C -2.50966 -1.78163 -0.30175
C -2.98206 -0.47536 -0.95573
C -4.12824 0.14038 -0.16312
H -3.37641 -2.33610 0.06365
H -1.93824 -1.54427 0.59869
H -1.84489 -2.37615 -0.92049
H -2.12744 0.18610 -1.09393
H -3.21303 -0.67767 -2.00447
H -5.10124 -0.05170 -0.60580
H -4.14673 -0.26328 0.84719
H -4.04180 1.22899 -0.12845